(1)
The following is a DFT calculation (ωB97M-V/def2-TZVPD) of the molecule C10H13BrFNO in a non-equilibrium geometry.

## Properties
Structure (SMILES) = F[C@@]1(N2CCOCC2)C=CC=C[C@H]1Br
HOMO energy = -0.3289 Eh
Gap between HOMO and LUMO = 8.99 eV
Energy = -86877.0205 eV

Atoms and positions in Å:
1 F -0.36715 1.94406 1.48889
2 C 0.17005 1.15436 0.50572
3 N -0.53260 -0.11185 0.53613
4 C -1.98670 -0.03018 0.60859
5 C -2.51334 -1.42458 0.95169
6 O -2.11599 -2.38317 -0.00108
7 C -0.71603 -2.42517 -0.10763
8 C -0.15045 -1.05881 -0.49928
9 C 0.12341 1.87435 -0.80031
10 C 1.11240 1.80550 -1.69278
11 C 2.35672 1.11714 -1.42257
12 C 2.65149 0.64215 -0.20960
13 C 1.74857 0.80339 0.95149
14 Br 2.45313 2.24316 2.09021
15 H -2.42269 0.29955 -0.34755
16 H -2.26697 0.66663 1.39656
17 H -2.13760 -1.70542 1.94636
18 H -3.60385 -1.43749 0.95521
19 H -0.47917 -3.17174 -0.86517
20 H -0.27513 -2.72303 0.85533
21 H 0.93491 -1.12143 -0.56615
22 H -0.55042 -0.76689 -1.48356
23 H -0.79791 2.40324 -0.99609
24 H 1.00963 2.29356 -2.65022
25 H 3.05959 1.00783 -2.23426
26 H 3.60614 0.17779 -0.00298
27 H 1.68997 -0.07295 1.59302

***

(2)
The following is a DFT calculation (ωB97M-V/def2-TZVPD) of the molecule C2H3NO2.

## Properties
Structure (SMILES) = O=CNC=O
HOMO energy = -0.3849 Eh
Gap between HOMO and LUMO = 11.13 eV
Energy = -7707.7179 eV

Atoms and positions in Å:
1 O -1.05261 -0.05172 -1.54810
2 C -1.12703 -0.26772 -0.36212
3 N -0.05376 -0.17999 0.50167
4 C 1.18218 0.28259 0.03608
5 O 1.93744 0.93073 0.71622
6 H -2.06276 -0.54208 0.14842
7 H -0.22584 -0.12725 1.49830
8 H 1.40238 -0.04456 -0.99046

***

- Number 2 is which compound?
  C2H3NO2

***

- Look up the energy of the first one.
  -86877.0205 eV

***

- Look up the HOMO energy of the second one.
  -0.3849 Eh

***

- What is the energy in the second record?
  -7707.7179 eV